[1]
Computed, not measured: one molecule with the formula C9H9ClO2 in a non-equilibrium geometry, with ωB97M-V/def2-TZVPD.

Last column: Löwdin charge in e.
Atoms and positions in Å:
O: -0.002 2.457 1.201  -0.02
C: 0.011 1.061 1.304  -0.35
C: 0.560 0.353 0.082  -0.15
C: 1.791 0.625 -0.434  0.02
C: 2.284 -0.261 -1.470  -0.04
C: 1.491 -1.271 -1.987  -0.06
C: 0.181 -1.429 -1.489  0.01
C: -0.258 -0.632 -0.427  -0.13
C: -1.557 -0.707 0.282  -0.34
O: -2.689 -0.655 -0.567  0.00
C: -1.461 0.402 1.386  -0.51
Cl: -1.686 -0.212 3.040  0.64
H: 0.105 2.715 2.188  0.15
H: 0.541 0.777 2.205  0.12
H: 2.479 1.243 0.051  0.10
H: 3.149 -0.099 -1.962  0.06
H: 1.771 -1.841 -2.821  0.09
H: -0.311 -2.346 -1.708  0.11
H: -1.587 -1.665 0.650  0.12
H: -2.710 0.295 -0.820  0.12
H: -2.100 1.190 1.297  0.07

net charge	0
SMILES	O[C@@H]1c2ccccc2[C@H](O)[C@H]1Cl

---

[2]
Computed, not measured: C9H9CoF3I2O4RuS as an isolated structure in a non-equilibrium geometry, with ωB97M-V/def2-TZVPD.

Last column: Löwdin charge in e.
Atoms and positions in Å:
I: -3.188 2.261 -1.003  1.32
I: 0.886 -3.302 1.238  1.06
Ru: -0.267 -0.907 1.872  0.68
Co: -1.358 1.235 0.132  -0.26
S: -0.510 -0.580 -0.592  0.73
C: -0.309 2.616 0.181  -0.18
C: -1.948 1.584 1.760  -0.23
C: 0.885 -0.138 -1.813  -0.70
C: 1.401 -1.488 -2.294  -0.01
C: 1.999 0.680 -1.164  -0.02
C: 0.173 0.653 -2.912  -0.01
C: -0.157 -0.982 3.722  -0.18
C: 1.495 -0.335 1.905  -0.32
O: -2.385 2.116 2.692  0.28
O: 0.347 3.577 0.224  0.29
O: -0.052 -1.030 4.877  0.31
O: 2.627 -0.087 1.997  0.24
H: 2.210 -1.331 -3.017  0.17
H: 0.594 -2.052 -2.770  0.13
H: 1.780 -2.076 -1.451  0.06
H: 2.486 1.288 -1.942  0.15
H: 2.757 0.028 -0.717  0.11
H: 1.631 1.377 -0.400  0.06
H: 0.892 0.909 -3.699  0.16
H: -0.257 1.582 -2.515  0.08
H: -0.636 0.050 -3.339  0.13
F: -3.224 -1.000 1.139  0.12
C: -2.410 -1.325 2.184  -0.48
F: -2.887 -0.661 3.292  0.14
F: -2.574 -2.664 2.412  0.16

net charge	+4
spin multiplicity	10

---

Computed relative energy (zero: lowest compared OMol25 entry of this formula, charge and spin), in the same sequence as the records: 0.00; 277.47 kJ/mol.